Record 1
{
  "formula": "C35H49N5O2Pd",
  "method": "ωB97M-V/def2-TZVPD",
  "molar_mass_g_mol": 678.23,
  "orbital_gap_ha": [0.30755, 0.21903],
  "charge": 2,
  "s_squared": 6.060,
  "multiplicity": 5,
  "e_above_lowest_ev": 1.351,
  "largest_force_ha_per_bohr": 0.046,
  "elements": ["H", "H", "H", "C", "H", "H", "H", "H", "C", "H", "C", "C", "H", "H", "O", "C", "N", "H", "C", "H", "H", "H", "C", "H", "H", "C", "H", "C", "H", "H", "C", "N", "H", "N", "C", "H", "C", "H", "H", "H", "H", "C", "C", "C", "H", "C", "H", "H", "C", "H", "C", "H", "C", "C", "H", "H", "H", "H", "H", "H", "C", "C", "C", "Pd", "H", "H", "C", "H", "C", "N", "C", "C", "H", "C", "C", "H", "O", "H", "C", "C", "C", "H", "H", "H", "H", "H", "C", "C", "N", "H", "C", "H"],
  "positions_angstrom": [[-1.699, -4.568, 1.000], [-1.200, -3.462, -2.825], [0.194, -2.382, 3.916], [-4.024, -0.946, 0.731], [-0.007, -7.045, -1.304], [2.105, 0.588, 2.985], [2.146, 4.321, 0.168], [3.859, -1.350, -2.995], [1.887, -0.359, 3.477], [3.712, 0.703, -1.581], [3.005, -0.779, 0.501], [-4.869, -2.831, -0.510], [-5.594, -3.633, -0.592], [-1.733, -4.436, -0.773], [-3.451, 1.985, -0.437], [-1.647, -2.655, -3.416], [0.520, -3.035, -0.647], [-6.218, 0.241, 1.931], [-2.932, -1.719, -1.424], [1.546, -6.201, -1.350], [1.346, -2.587, -1.029], [-3.550, -0.683, -3.878], [-1.202, 3.777, -0.114], [-4.928, -1.519, 3.333], [1.078, -0.198, 4.190], [2.371, 1.576, 0.318], [-0.023, 5.569, -0.050], [0.464, -6.060, -1.283], [1.758, -3.164, 3.820], [-0.142, -2.329, -0.171], [-4.065, -0.059, 1.952], [2.084, 0.178, 0.288], [2.779, -0.660, 4.031], [0.014, 1.761, 0.025], [0.502, -6.194, 1.235], [-1.976, -6.003, 0.009], [1.156, 2.429, 0.111], [-2.164, 4.264, -0.206], [5.379, -3.737, 1.177], [0.563, -3.440, 2.550], [-5.728, -2.084, 1.308], [4.546, 0.022, -1.424], [-1.424, -5.066, 0.065], [4.707, -2.907, 0.985], [1.853, -4.206, 0.175], [-1.989, -1.432, -2.568], [5.677, 1.430, -0.189], [-5.322, 1.479, 1.036], [-1.140, 2.395, -0.083], [-5.320, 1.483, 2.806], [5.801, 0.842, -1.095], [-3.161, -1.554, 3.277], [1.505, -1.467, 2.484], [5.030, -1.983, 0.002], [5.943, -2.111, -0.565], [0.124, -5.486, -2.148], [-2.523, -3.054, -3.929], [-2.823, 0.581, -2.883], [0.653, -1.030, 1.899], [4.940, -0.068, -3.544], [2.668, -1.742, 1.542], [1.197, 3.807, 0.085], [-5.307, 0.846, 1.921], [0.025, -0.476, 0.225], [3.346, -3.497, 2.547], [-1.935, -0.076, -4.267], [-2.991, -0.808, -0.283], [6.664, 0.183, -0.969], [-4.036, -0.897, 3.237], [-2.067, 0.164, -0.204], [-2.360, 1.514, -0.216], [-2.611, -0.329, -3.447], [0.044, -7.181, 1.182], [0.979, -2.688, 3.224], [3.531, -2.785, 1.753], [5.596, -1.443, -2.665], [3.442, 2.018, 0.626], [6.018, 1.520, -1.921], [0.063, -5.376, 0.025], [4.206, -0.905, -0.278], [-3.882, -2.698, -1.506], [-3.176, 0.568, 1.946], [0.188, -5.723, 2.168], [-1.069, -1.023, -2.159], [1.588, -6.333, 1.258], [-3.907, -3.365, -2.358], [-4.939, -1.958, 0.577], [4.743, -0.764, -2.728], [0.842, -4.097, 0.071], [-4.004, -0.235, 4.104], [-0.011, 4.487, -0.030], [-0.934, -2.369, -4.190]],
  "forces_ev_per_a": [[0.011, -0.042, -0.047], [-0.065, 0.081, -0.037], [-0.008, -0.026, -0.057], [0.168, 0.211, -0.289], [0.021, 0.053, -0.029], [0.023, -0.019, -0.046], [-0.024, 0.001, -0.011], [0.035, 0.033, 0.039], [0.118, -0.059, 0.064], [-0.022, 0.055, 0.011], [0.159, -0.141, 0.040], [0.030, 0.019, 0.008], [0.011, 0.084, -0.027], [0.027, -0.102, 0.058], [-0.073, -0.070, -0.007], [0.021, -0.029, 0.008], [-0.158, 0.565, 0.300], [0.040, 0.054, 0.021], [0.091, 0.193, 0.356], [-0.065, -0.029, 0.016], [-0.024, 0.287, 0.098], [0.037, 0.022, 0.005], [-0.009, 0.195, -0.021], [0.049, 0.051, -0.009], [0.018, 0.008, -0.034], [-0.153, -0.435, -0.167], [-0.002, -0.007, -0.006], [0.059, 0.034, -0.158], [-0.043, 0.026, 0.037], [-0.041, -1.105, -0.847], [-0.123, -0.037, -0.049], [-0.323, 0.140, 0.336], [-0.036, 0.027, 0.045], [-0.060, -0.248, -0.049], [0.089, 0.067, 0.040], [-0.005, 0.026, -0.007], [0.016, -0.368, 0.014], [0.039, -0.004, 0.005], [-0.031, 0.059, 0.002], [0.034, 0.002, -0.018], [0.055, -0.044, -0.019], [0.001, -0.089, 0.039], [-0.015, 0.200, 0.023], [-0.085, -0.011, 0.061], [-0.118, -0.244, -0.034], [-0.260, 0.016, -0.142], [-0.021, -0.029, 0.005], [0.020, -0.039, 0.007], [-0.101, -0.270, -0.027], [0.006, -0.032, -0.019], [0.051, -0.086, -0.034], [-0.048, 0.049, -0.022], [0.072, 0.059, -0.084], [0.043, -0.114, 0.083], [-0.047, -0.023, 0.024], [0.028, -0.048, 0.066], [0.025, 0.020, 0.001], [0.003, -0.056, 0.013], [0.094, -0.348, 0.493], [-0.004, -0.026, 0.022], [-0.056, 0.154, -0.210], [-0.022, 0.210, 0.026], [-0.037, -0.105, 0.033], [-0.074, 2.340, -0.409], [0.043, 0.013, -0.015], [-0.026, -0.013, 0.043], [-0.485, -0.050, 0.217], [-0.023, 0.060, -0.016], [0.046, -0.009, 0.027], [0.342, -0.387, -0.492], [0.153, 0.021, 0.231], [0.020, -0.047, -0.029], [0.023, 0.026, -0.003], [0.036, -0.046, 0.068], [0.282, -0.112, -0.146], [-0.042, 0.043, -0.011], [0.155, 0.022, 0.011], [0.007, -0.022, 0.008], [-0.248, 0.150, 0.480], [-0.062, 0.126, 0.190], [-0.220, -0.144, 0.194], [0.061, 0.077, 0.025], [0.016, -0.036, -0.057], [0.285, 0.102, 0.145], [-0.090, -0.012, -0.026], [-0.022, 0.033, 0.061], [-0.102, -0.237, -0.194], [-0.021, -0.016, -0.017], [0.551, -0.576, -0.171], [-0.002, -0.028, -0.023], [-0.022, 0.021, -0.007], [0.000, -0.018, 0.024]]
}

=====

Record 2
{
  "formula": "C35H49N9O8S",
  "method": "ωB97M-V/def2-TZVPD",
  "molar_mass_g_mol": 755.90,
  "orbital_gap_ha": [0.32846, 0.11825],
  "charge": 1,
  "s_squared": 0.755,
  "multiplicity": 2,
  "largest_force_ha_per_bohr": 0.095,
  "elements": ["C", "H", "C", "C", "C", "C", "H", "H", "H", "C", "H", "N", "C", "N", "H", "C", "H", "N", "H", "H", "C", "H", "C", "C", "N", "H", "H", "H", "H", "C", "H", "O", "H", "C", "H", "H", "C", "H", "H", "O", "C", "O", "N", "H", "O", "N", "C", "C", "H", "H", "H", "H", "H", "H", "H", "H", "C", "H", "N", "C", "C", "C", "C", "C", "S", "C", "H", "H", "H", "C", "C", "H", "H", "H", "H", "H", "O", "O", "H", "C", "O", "C", "H", "H", "H", "C", "C", "N", "C", "C", "H", "H", "O", "C", "H", "C", "H", "H", "N", "C", "H", "H"],
  "positions_angstrom": [[-1.337, -5.087, 1.812], [-3.365, 3.540, 4.945], [-5.423, -0.110, 3.147], [-4.230, 0.401, 3.719], [-0.603, -5.405, 2.924], [-4.355, 4.388, 1.833], [2.825, 1.160, -2.938], [1.295, 4.238, 3.968], [2.231, -4.147, 2.285], [-2.722, -0.891, -4.173], [-1.294, -0.899, -2.837], [1.206, -0.497, 0.055], [-4.258, -2.041, 2.592], [-1.453, -0.962, -3.833], [-2.243, -1.709, -6.102], [-2.109, 3.640, 2.050], [1.449, 2.959, 1.983], [4.577, 4.791, 3.316], [1.347, -2.095, -5.295], [-4.244, 1.408, 4.111], [3.374, 4.863, 3.944], [-1.121, 3.328, 1.745], [2.214, -4.779, -2.872], [-3.353, 3.725, 3.882], [4.578, -4.632, -2.086], [-0.552, 1.135, 1.348], [-1.894, -0.036, 1.262], [1.746, -0.315, 0.889], [3.849, -2.459, 2.786], [3.419, -0.278, 2.872], [-0.624, 1.746, -3.788], [3.157, -2.946, -1.636], [5.274, -4.190, -1.503], [1.519, -1.041, -5.130], [-6.279, 0.536, 3.277], [-3.098, 4.032, 0.105], [-4.455, 4.292, 3.267], [0.814, 2.023, -6.494], [2.563, -5.503, -3.608], [1.449, 2.349, -1.266], [-0.812, 0.086, 1.210], [-1.026, 2.552, -0.879], [4.116, 0.473, 3.758], [-1.107, -5.799, 3.794], [-3.719, -0.779, -3.443], [-3.069, -0.273, 3.826], [1.177, 1.268, -5.813], [-1.845, 2.241, -1.981], [-2.308, -5.552, 1.734], [-2.754, 2.840, -1.931], [0.706, -0.452, -7.070], [-0.388, -0.414, 2.081], [-2.743, 0.019, -6.024], [5.145, -1.513, 2.152], [1.736, -3.977, -3.435], [-5.294, 4.658, 3.839], [3.308, -4.016, -2.123], [-1.412, -4.075, -0.145], [-2.185, 3.358, 3.379], [1.233, -4.456, 2.012], [-1.061, 2.543, -3.188], [2.262, 4.155, 3.495], [-0.816, -4.358, 0.709], [4.061, -1.523, 2.270], [0.359, 3.313, -1.323], [1.065, -0.143, -6.099], [-6.302, -1.814, 2.080], [-3.969, -1.182, -5.836], [-5.202, 4.918, 1.423], [-3.107, -1.518, 3.202], [0.554, -4.056, 0.846], [5.683, 3.780, 1.820], [3.696, 2.471, 1.073], [-2.034, 1.176, -1.839], [1.091, -3.678, -0.011], [-1.768, 2.983, -3.891], [0.342, 4.553, -0.520], [-0.159, 3.520, -2.865], [3.324, 5.602, 4.729], [2.356, 0.876, -3.869], [-0.629, -0.845, -0.998], [-0.104, -0.413, -0.005], [4.805, -5.383, -2.722], [1.485, -5.242, -2.208], [-4.287, -3.095, 2.358], [4.740, 3.834, 2.344], [2.352, 3.382, 2.397], [0.641, -5.044, 3.072], [-5.443, -1.320, 2.510], [2.151, -0.544, -4.001], [1.573, -0.907, -0.792], [-0.702, -1.292, -4.421], [2.311, 0.158, 2.463], [-2.915, -0.986, -5.639], [2.519, -1.180, -3.209], [3.599, 3.118, 1.931], [-2.194, -2.095, 3.214], [3.708, -1.709, 1.255], [1.866, 1.753, -4.721], [-3.189, 3.995, 1.181], [3.692, 1.296, 4.161], [5.010, 0.180, 4.127]],
  "forces_ev_per_a": [[-1.029, 0.078, -2.245], [-0.443, 0.109, 0.392], [0.459, 1.435, 0.350], [0.222, -1.085, -0.052], [-0.700, 0.591, 0.394], [-0.528, 0.553, 2.331], [0.264, 0.723, -0.227], [-0.021, 0.392, 0.227], [0.380, -0.065, -0.788], [-3.192, -0.685, -1.043], [0.312, -0.202, -0.407], [-0.947, -0.357, -2.040], [0.897, -0.233, 0.597], [1.486, 0.157, 2.322], [-0.118, 0.110, -0.175], [-0.137, -1.804, 0.066], [0.145, -0.290, -0.159], [-0.004, -1.276, -0.232], [0.249, -0.246, 0.085], [0.009, -0.060, 0.259], [1.203, -0.177, -1.284], [0.043, 0.442, -1.092], [0.265, 0.878, -0.296], [-0.520, -0.174, 2.318], [-1.932, 0.564, -0.048], [-0.050, 0.102, -0.328], [0.141, -0.018, -0.488], [0.502, 0.243, 1.453], [-0.256, 0.274, 0.482], [-0.421, 1.385, -0.563], [0.366, -0.456, 0.753], [-1.026, 2.544, 1.516], [0.068, -0.115, -0.395], [0.024, 0.580, -0.307], [-0.258, -0.087, -0.366], [0.242, 0.155, 0.094], [1.536, -0.349, -2.387], [-0.085, -0.033, -0.093], [0.213, -0.075, 0.306], [-1.424, 1.588, -0.059], [-0.807, 0.388, 1.010], [1.743, 0.559, 0.750], [-0.043, -1.060, -0.169], [0.031, -0.539, 0.005], [1.972, 0.319, 0.169], [-1.040, -1.370, -2.001], [1.507, -1.751, 0.903], [-0.756, -1.385, 1.209], [-0.405, 0.423, 0.053], [-0.033, -0.177, 0.109], [-0.341, -0.111, 0.114], [0.148, -0.269, -0.117], [0.294, -0.017, -0.342], [0.071, 0.502, 0.412], [-0.428, -0.151, -0.035], [-0.050, -0.111, -0.141], [2.478, -3.686, -1.451], [0.017, -0.148, -0.065], [-0.771, 1.511, -2.500], [-0.884, 0.513, 0.906], [-1.469, -0.522, -3.082], [-0.602, 1.380, 1.687], [1.122, -0.961, 2.298], [0.176, -0.373, -0.317], [-1.159, 1.078, 1.594], [0.424, 2.445, 0.761], [-0.244, 0.361, 0.011], [0.217, -0.325, -0.092], [0.038, -0.374, -0.930], [-1.091, 1.504, 0.695], [-0.392, -0.715, -0.127], [0.127, -0.111, 0.219], [0.127, -0.242, -0.103], [-0.691, 0.059, -0.543], [0.259, 0.478, 0.128], [0.092, 0.276, -0.195], [0.761, -2.924, -2.568], [2.410, 1.794, 2.045], [-0.130, -0.085, 0.180], [-0.940, -2.625, -0.075], [-2.470, -1.159, -2.676], [2.783, 1.138, 3.832], [0.042, 0.112, 0.417], [0.163, 0.075, 0.102], [0.341, -0.034, -0.565], [-2.637, 1.364, 1.434], [-0.375, -0.877, -0.045], [1.575, 0.454, -0.627], [0.642, -0.511, 0.745], [0.071, 1.455, -0.076], [0.981, -0.025, 0.117], [-0.406, 0.312, -0.029], [1.072, -1.141, 0.204], [-0.728, 0.400, -0.687], [0.076, -0.229, -0.033], [2.130, -0.021, -1.985], [0.091, -0.116, 0.247], [-0.351, 0.345, -0.009], [-1.051, -0.343, -1.203], [0.685, 0.208, 1.887], [-0.096, -0.041, -0.211], [-0.207, -0.041, -0.121]]
}